A structure of composition C24H19CoN5O5S in a non-equilibrium geometry, computed with the ωB97M-V functional and the def2-TZVPD basis.

Atoms and positions in Å:
H (-3.4216, -2.9268, -2.1233)
N (1.5874, -0.1899, -1.7995)
C (2.7306, -0.2272, 4.6844)
O (-6.2734, -2.0663, 0.3748)
H (0.7457, 0.6176, 5.0950)
C (0.1020, 3.4472, 0.6190)
H (-0.2176, 5.5206, 0.9690)
C (0.7333, -0.1842, -4.0174)
O (-5.8268, -0.1953, -1.1358)
C (-0.6336, 4.6072, 0.5630)
H (-1.6310, -0.6512, 1.8743)
C (-2.0275, -1.1633, 1.0044)
C (3.9740, -0.9850, 1.2375)
S (-5.6232, -1.6077, -0.8431)
C (-1.7336, 2.2644, -0.4811)
C (2.9838, -0.8654, -3.6077)
C (-1.1613, -1.8845, 0.1905)
C (-3.0073, -2.4401, -1.2506)
H (-2.1566, 1.3464, -0.8622)
H (-0.9822, -3.0909, -1.5755)
H (2.0852, -0.8114, -5.5621)
H (-0.1052, -0.0064, -4.6750)
C (-3.3755, -1.0882, 0.6962)
H (-2.4812, 5.5336, -0.0388)
N (0.2322, -1.9080, 0.4939)
C (0.5949, 0.0359, -2.6613)
O (5.0810, -1.5022, 1.3433)
H (0.4022, -1.9700, 1.4909)
C (-0.4315, 2.2291, 0.1025)
C (1.1187, 0.4234, 3.0174)
Co (1.5736, -0.0103, 0.1354)
C (-2.4427, 3.4417, -0.5353)
C (-3.8640, -1.7119, -0.4416)
N (0.2577, 1.1076, 0.1610)
N (3.2731, -0.7560, 0.0259)
C (2.7615, -0.6469, -2.2605)
H (3.9639, -1.2153, -3.9013)
O (4.9348, -1.2509, -1.5454)
N (1.9313, 0.0289, 2.0169)
C (-1.6565, -2.5330, -0.9323)
H (-3.4272, 3.4425, -0.9859)
C (1.9549, -0.6367, -4.5024)
C (1.4512, 0.3080, 4.3375)
H (3.0229, -0.3042, 5.7233)
H (0.1672, 0.8501, 2.7223)
H (4.5486, -1.0489, 3.8772)
C (3.1669, -0.5263, 2.3427)
O (-5.7823, -2.4906, -1.9881)
C (3.5683, -0.6334, 3.6858)
C (3.8116, -0.9264, -1.2182)
H (-4.0524, -0.5164, 1.3186)
H (-0.3349, 0.3962, -2.2410)
H (0.7087, -2.6694, 0.0272)
H (1.0882, 3.4224, 1.0651)
C (-1.9067, 4.6175, -0.0100)

Computed properties:
Relative energy (zero: lowest compared OMol25 entry of this formula, charge and spin) in eV: 1.3473
Charge: -1
HOMO-LUMO gap (spin up / spin down) in Ha: 0.173 / 0.221
2S+1: 5
HOMO energy (spin up / spin down) in eV: -3.21 / -5.62

Here are the Mulliken charges for atoms 1 to 4, given in e: atom 1 (H): 0.522, atom 2 (N): 0.263, atom 3 (C): -0.279, atom 4 (O): -0.701